DFT (the ωB97M-V functional and the def2-TZVPD basis) results for a cluster of 10 separate species, C26H75N3O17 in total.

Results
ΔE to the lowest compared entry with this formula, charge and spin   2.3 kcal per mole
Highest occupied orbital energy   -9.1 eV
Net charge   0
Frontier orbital gap   9.323 eV
E_tot   -2478.77753 a.u.

Geometry (Å):
C 0.62 -0.65 8.32
O 1.04 0.25 7.32
C 0.32 0.14 6.12
C 0.66 1.28 5.18
C 0.17 2.63 5.70
N 0.02 1.03 3.88
H 1.09 -1.63 8.25
H -0.47 -0.79 8.31
H 0.93 -0.29 9.30
H 0.47 -0.84 5.66
H -0.75 0.22 6.40
H 1.72 1.31 4.93
H 0.66 3.41 5.11
H 0.46 2.78 6.75
H -0.92 2.72 5.66
H -0.99 1.25 3.91
H 0.35 1.67 3.16
C 1.66 -0.70 1.38
O 1.22 -0.04 0.19
C 0.41 1.10 0.36
C 0.22 1.89 -0.95
C 1.47 2.57 -1.50
N -0.84 2.87 -0.75
H 2.37 -1.42 0.97
H 0.83 -1.20 1.88
H 2.23 0.01 1.98
H -0.56 0.77 0.75
H 0.83 1.82 1.08
H -0.05 1.19 -1.74
H 1.38 2.95 -2.51
H 2.32 1.89 -1.41
H 1.71 3.40 -0.83
H -1.71 2.38 -0.57
H -0.73 3.45 0.08
C 4.23 -0.31 -1.91
O 5.17 -0.47 -2.95
C 5.51 -1.84 -3.17
C 6.64 -1.90 -4.21
C 7.06 -3.33 -4.42
N 7.77 -1.15 -3.64
H 4.47 -0.81 -0.97
H 3.27 -0.69 -2.28
H 4.12 0.77 -1.79
H 5.81 -2.29 -2.22
H 4.62 -2.32 -3.58
H 6.33 -1.41 -5.14
H 6.20 -3.90 -4.80
H 7.40 -3.83 -3.52
H 7.88 -3.44 -5.13
H 8.28 -0.63 -4.34
H 7.39 -0.38 -3.08
O -1.51 -1.35 3.19
C -2.91 -1.10 3.21
C -3.33 -0.20 4.34
O -2.80 1.11 4.04
H -1.02 -0.51 3.19
H -3.28 -0.66 2.27
H -3.44 -2.06 3.18
H -3.02 -0.57 5.32
H -4.42 -0.11 4.31
H -3.04 1.74 4.72
O -4.17 4.12 1.09
C -3.32 3.48 2.02
C -2.30 4.41 2.67
O -1.15 4.43 1.83
H -4.17 3.62 0.27
H -3.97 3.15 2.83
H -2.86 2.58 1.60
H -2.07 3.92 3.62
H -2.76 5.37 2.91
H -0.39 4.70 2.36
O 0.15 -4.39 -1.60
C 0.45 -3.00 -1.59
C -0.79 -2.14 -1.49
O -1.63 -2.32 -2.65
H -0.31 -4.57 -2.42
H 1.06 -2.80 -0.70
H 1.06 -2.78 -2.47
H -0.69 -1.09 -1.20
H -1.35 -2.56 -0.65
H -2.17 -3.10 -2.54
O -4.15 2.17 -1.08
C -3.71 0.83 -1.27
C -4.91 -0.11 -1.18
O -6.02 0.38 -1.90
H -4.01 2.64 -1.92
H -3.20 0.75 -2.23
H -2.92 0.55 -0.56
H -5.21 -0.18 -0.13
H -4.70 -1.14 -1.50
H -6.20 1.25 -1.54
O 2.30 -2.29 -4.54
C 2.13 -0.90 -4.80
C 1.12 -0.26 -3.84
O -0.21 -0.32 -4.29
H 1.51 -2.77 -4.82
H 3.09 -0.40 -4.63
H 1.90 -0.76 -5.86
H 1.43 0.78 -3.69
H 1.19 -0.67 -2.83
H -0.66 -1.09 -3.92
O -3.50 2.74 -4.08
C -2.13 2.60 -4.41
C -1.43 3.94 -4.58
O -1.85 4.56 -5.79
H -4.02 3.07 -4.81
H -1.62 2.08 -3.61
H -2.03 2.03 -5.33
H -0.34 3.89 -4.43
H -1.76 4.59 -3.76
H -1.76 5.51 -5.69
O -1.45 -6.63 1.50
C -0.54 -5.62 1.19
C -1.01 -4.28 1.67
O -0.89 -4.12 3.07
H -1.23 -7.50 1.16
H 0.43 -5.83 1.67
H -0.21 -5.62 0.15
H -2.00 -4.01 1.29
H -0.43 -3.47 1.19
H -1.10 -3.19 3.23

Atomic partial charges in e from the Löwdin method, atoms 1 to 6: C -0.117; O -0.179; C -0.205; C -0.387; C -0.049; N 0.036

***

DFT (the ωB97M-V functional and the def2-TZVPD basis) results for a structure of composition CH3Cl4NOP2S.

Results
ΔE to the lowest compared entry with this formula, charge and spin   0.0 kcal per mole
Highest occupied orbital energy   -10.4 eV
Net charge   0
Frontier orbital gap   9.232 eV
E_tot   -3091.68725 a.u.

Geometry (Å):
C 2.39 -0.03 -0.07
N -0.45 0.49 0.33
O -2.97 0.16 -0.61
P -0.14 -1.04 0.28
P -1.99 0.97 0.08
S 1.70 -1.30 1.10
Cl -1.52 -2.33 0.73
Cl 0.21 -1.53 -2.04
Cl -1.85 2.63 -0.96
Cl -2.55 1.41 1.87
H 1.44 0.65 -0.06
H 2.51 -0.43 -1.04
H 3.22 0.36 0.38

Atomic partial charges in e from the natural (NBO) method, atoms 1 to 6: C -0.702; N -1.431; O -1.066; P 1.455; P 1.919; S 0.031

***

DFT (the ωB97M-V functional and the def2-TZVPD basis) results for a structure of composition C10H15GdO7P.

Results
ΔE to the lowest compared entry with this formula, charge and spin   0.0 kcal per mole
Highest occupied orbital energy (alpha / beta)   -20.9 / -20.9 eV
Net charge   +3
Expectation value of S²   15.88
Multiplicity   8
Frontier orbital gap (alpha / beta)   5.626 / 7.997 eV
E_tot   -2022.57921 a.u.

Geometry (Å):
O -2.14 4.09 -0.88
C -1.23 3.40 -1.00
Gd 0.53 1.57 -1.28
O 1.93 3.68 1.56
C 1.52 3.08 0.67
C 1.25 3.07 -3.15
O 1.49 3.63 -4.15
C 2.91 0.99 -1.29
O 3.95 0.48 -1.32
C 2.05 -3.34 1.97
C 2.13 -1.86 1.78
O 0.73 -1.28 1.87
P 0.76 0.07 1.01
O 0.24 -0.61 -0.72
C -1.12 -0.73 -1.38
C -0.96 -1.36 -2.75
O -0.64 0.83 1.19
C -1.91 0.13 1.71
C -3.00 0.99 1.18
H 1.53 -3.55 2.90
H 3.06 -3.78 1.98
H 1.47 -3.80 1.16
H 2.78 -1.38 2.53
H 2.55 -1.67 0.79
H -1.82 -1.30 -0.77
H -1.62 0.27 -1.51
H -0.73 -2.42 -2.72
H -1.91 -1.26 -3.29
H -0.20 -0.89 -3.38
H -1.96 -0.92 1.38
H -1.82 0.16 2.79
H -2.88 1.13 0.11
H -3.99 0.56 1.37
H -2.96 1.99 1.63

Atomic partial charges in e from the Löwdin method, atoms 1 to 6: O 0.222; C 0.013; Gd 1.389; O 0.217; C -0.014; C 0.024

***

DFT (the ωB97M-V functional and the def2-TZVPD basis) results for a structure of composition C29H21CrF15NO4PS2.

Results
Highest occupied orbital energy (alpha / beta)   -8.9 / -9.2 eV
Net charge   0
Expectation value of S²   6.03
Multiplicity   5
Frontier orbital gap (alpha / beta)   8.520 / 8.760 eV
E_tot   -5153.63628 a.u.

Geometry (Å):
Cr 0.10 0.01 0.64
F -2.56 3.76 2.29
C -1.40 3.78 1.65
F -0.88 5.00 1.68
F -1.60 3.42 0.39
S -0.26 2.61 2.51
O -0.76 1.28 2.09
O -0.38 2.94 3.89
N 1.18 2.91 1.97
S 1.77 2.18 0.70
O 0.73 1.81 -0.28
O 2.70 1.15 1.05
C 2.74 3.52 -0.10
F 3.83 3.75 0.62
F 2.02 4.62 -0.20
F 3.09 3.10 -1.31
C 3.07 -3.84 -1.66
C 2.17 -2.86 -2.43
C 3.03 -2.03 -3.39
C 1.12 -3.65 -3.22
C 1.50 -1.96 -1.47
C 0.93 -1.23 -0.69
H 3.57 -4.52 -2.35
H 2.47 -4.43 -0.96
H 3.83 -3.30 -1.09
H 3.55 -2.68 -4.09
H 3.77 -1.44 -2.85
H 2.40 -1.34 -3.96
H 1.61 -4.35 -3.90
H 0.49 -2.98 -3.80
H 0.48 -4.22 -2.54
F -4.39 -3.70 6.79
C -3.90 -2.45 6.73
F -4.94 -1.61 6.66
F -3.27 -2.22 7.90
C -2.96 -2.30 5.56
C -3.20 -1.38 4.56
C -2.31 -1.28 3.49
C -1.19 -2.11 3.43
C -0.95 -3.02 4.46
C -1.83 -3.12 5.52
P -0.08 -1.96 2.00
C -0.12 -3.61 1.26
C 0.58 -4.68 1.78
C 0.46 -5.94 1.22
C -0.37 -6.13 0.13
C -1.09 -5.06 -0.40
C -0.96 -3.80 0.15
C -0.54 -7.48 -0.50
F 0.34 -8.38 -0.03
F -1.77 -7.98 -0.27
F -0.39 -7.43 -1.83
C 1.58 -1.74 2.73
C 2.72 -2.25 2.12
C 3.98 -1.89 2.59
C 4.09 -1.01 3.65
C 2.96 -0.48 4.26
C 1.71 -0.84 3.79
C 5.44 -0.61 4.18
F 5.52 0.71 4.40
F 6.44 -0.94 3.34
F 5.70 -1.21 5.36
H -4.07 -0.74 4.61
H -2.49 -0.56 2.71
H -0.08 -3.66 4.43
H -1.65 -3.83 6.31
H 1.24 -4.55 2.63
H 1.02 -6.78 1.62
H -1.73 -5.21 -1.26
H -1.47 -2.96 -0.29
H 2.64 -2.89 1.26
H 4.87 -2.28 2.12
H 3.05 0.23 5.07
H 0.82 -0.42 4.26

Atomic partial charges in e from the Löwdin method, atoms 1 to 6: Cr 0.562; F 0.158; C -0.684; F 0.160; F 0.157; S 0.647